C2H2Cl2O2S | ωB97M-V with the def2-TZVPD basis set

Values from the calculation:
**Max |F|**: 10.042 eV/A
**Expectation value of S²**: 2.01
**Orbital gap (spin up / spin down)**: 7.3 / 7.6 eV
**Molecular weight**: 161.009 g mol⁻¹
**Highest occupied orbital energy (spin up / spin down)**: -0.255 / -0.421 Eh
**LUMO energy (spin up / spin down)**: 0.35 / -3.87 eV
**ΔE to the lowest compared entry with this formula, charge and spin**: 178.4 kJ/mol
**Total charge**: 0
**Calculated total energy**: -42075.443 eV
**Multiplicity**: 3

Atoms and positions in Å:
C1 1.5167 -0.2161 -0.1332
C2 0.3067 -0.7416 -0.0224
O1 -2.0334 -0.0345 1.2201
O2 -0.4380 1.7583 0.6696
S1 -1.0154 0.5067 0.3898
Cl1 -0.2672 -2.2879 -0.1406
Cl2 -1.9256 0.8181 -1.4225
H1 2.5410 -0.6748 -0.4777
H2 1.3151 0.8718 -0.0833

These are the Mulliken partial charges, in e, on atoms 1 to 5: number 1, C, carries -0.764; number 2, C, carries 0.413; number 3, O, carries -0.499; number 4, O, carries -0.553; number 5, S, carries 0.947